A:
C25H29N3O3 in the gas phase, computed with ωB97M-V/def2-TZVPD.

Each line ends with the Löwdin charge.
CARTESIAN COORDINATES (ANGSTROEM)
C -3.7625 -0.6297 0.3066  -0.1017
O -2.3732 -0.6530 0.1098  -0.2047
C -1.7275 -1.8289 0.5470  -0.2092
C -1.6229 -1.9643 2.0702  -0.1132
C -0.8931 -0.7503 2.6612  -0.3115
C -0.9684 -0.6994 4.1990  -0.1429
C -0.0260 -1.7060 4.8522  -0.1990
C 1.3915 -1.4756 4.3383  -0.1754
C 1.3860 -1.5921 2.8100  -0.1793
N 0.4698 -0.6834 2.1597  -0.1197
C 0.9414 0.6775 1.9629  -0.1310
C 0.3126 1.1978 0.7101  -0.1314
C -0.7235 2.0932 0.6167  0.0007
N -1.1136 2.1371 -0.6822  -0.0799
C -2.1523 2.8669 -1.2565  -0.1863
C -2.8370 3.8514 -0.5496  -0.0239
C -3.8690 4.5429 -1.1577  -0.0906
C -4.2259 4.2674 -2.4665  -0.1005
C -3.5404 3.2912 -3.1724  -0.0824
C -2.5104 2.5927 -2.5753  -0.0167
N -0.3882 1.3028 -1.4258  0.1639
C 0.4810 0.7204 -0.6192  -0.2000
C 1.3942 -0.2981 -1.1248  -0.1589
C 0.9275 -1.1887 -2.0876  -0.0306
C 1.7264 -2.2021 -2.6044  0.0182
C 3.0110 -2.2905 -2.1247  -0.2018
C 3.4925 -1.3924 -1.1726  -0.1918
C 2.7121 -0.3888 -0.6597  0.0648
O 4.8014 -1.6948 -0.8835  0.0319
C 5.1252 -2.8085 -1.6859  -0.1652
O 4.0028 -3.1812 -2.4537  0.0326
H -4.1299 0.2590 -0.2055  0.0870
H -4.0315 -0.5663 1.3676  0.0841
H -4.2396 -1.5192 -0.1243  0.0903
H -0.7203 -1.7633 0.1302  0.1075
H -2.2375 -2.7114 0.1305  0.1238
H -2.6188 -2.0324 2.5124  0.1113
H -1.0930 -2.8895 2.2910  0.1105
H -1.4125 0.1302 2.2661  0.1341
H -1.9968 -0.8760 4.5199  0.1120
H -0.6876 0.3048 4.5286  0.1097
H -0.3408 -2.7227 4.6079  0.1088
H -0.0619 -1.5968 5.9390  0.1079
H 2.0799 -2.2080 4.7632  0.1083
H 1.7318 -0.4792 4.6305  0.1112
H 1.0964 -2.6121 2.5354  0.1183
H 2.3861 -1.4186 2.4061  0.1154
H 0.6879 1.3484 2.8011  0.1251
H 2.0280 0.6573 1.8724  0.1091
H -1.1925 2.6783 1.3815  0.1229
H -2.5681 4.0878 0.4678  0.0999
H -4.3959 5.3055 -0.6032  0.1022
H -5.0324 4.8121 -2.9339  0.0984
H -3.8125 3.0726 -4.1943  0.1029
H -1.9637 1.8284 -3.1029  0.1034
H -0.0884 -1.0778 -2.4305  0.1130
H 1.3609 -2.8912 -3.3472  0.1180
H 3.1159 0.3147 0.0472  0.1227
H 5.4279 -3.6508 -1.0423  0.1386
H 5.9612 -2.5494 -2.3564  0.1390

## Properties
SMILES string ... COCC[C@H]1CCCCN1Cc1cn(-c2ccccc2)nc1-c1ccc2c(c1)OCO2
Total charge ... 0
Gap between HOMO and LUMO ... 8.40 eV
HOMO ... -7.62 eV

***

B:
C25H29N3O3 in the gas phase, computed with ωB97M-V/def2-TZVPD.

Each line ends with the Löwdin charge.
CARTESIAN COORDINATES (ANGSTROEM)
C 2.1864 1.3163 -5.7406  -0.0732
O 2.5865 1.3204 -4.3907  -0.1032
C 3.8493 1.7271 -4.0781  -0.2003
C 4.7711 2.1796 -5.0153  -0.0231
C 6.0484 2.5555 -4.6359  -0.0846
C 6.4329 2.4819 -3.3104  -0.0858
C 5.5272 2.0413 -2.3647  -0.0118
C 4.2388 1.6691 -2.7276  -0.1060
N 3.3790 1.2248 -1.7131  -0.0679
C 2.0304 1.1900 -1.6818  0.0399
C 1.6601 0.6755 -0.4547  -0.1010
C 0.2665 0.5600 0.0182  -0.4006
O -0.5087 1.5039 -0.1050  0.0512
N -0.1380 -0.6192 0.5411  -0.0260
C 0.7069 -1.7169 0.9390  -0.1387
C 0.8821 -1.6997 2.4605  -0.1533
C -0.4794 -1.6717 3.1608  -0.1305
C -1.4218 -0.5769 2.6263  -0.3717
C -0.8718 0.8244 2.9933  -0.2082
O -1.6353 1.8752 2.4744  -0.0485
C -2.8357 -0.7379 3.2561  -0.0650
C -3.9661 -0.8310 2.2657  -0.1969
C -4.4749 0.3501 1.7361  -0.0394
C -5.5084 0.3392 0.8191  -0.0789
C -6.0569 -0.8681 0.4239  -0.0898
C -5.5639 -2.0470 0.9513  -0.0527
C -4.5203 -2.0502 1.8691  -0.2322
C -4.0290 -3.3607 2.4144  -0.0399
C -1.4710 -0.7148 1.0949  -0.0739
C 2.8886 0.4562 0.2054  -0.0902
N 3.9003 0.7924 -0.5600  0.0933
H 2.8187 0.6595 -6.3455  0.0988
H 2.1920 2.3251 -6.1648  0.0989
H 1.1670 0.9334 -5.7393  0.0973
H 4.4982 2.2382 -6.0565  0.1024
H 6.7407 2.9028 -5.3875  0.1042
H 7.4286 2.7688 -3.0117  0.1026
H 5.7952 1.9687 -1.3231  0.1058
H 1.4199 1.5149 -2.4956  0.1349
H 1.6686 -1.6594 0.4294  0.1111
H 0.2115 -2.6480 0.6383  0.1320
H 1.4668 -0.8248 2.7477  0.0993
H 1.4358 -2.5867 2.7733  0.1155
H -0.9603 -2.6418 3.0120  0.1098
H -0.3324 -1.5349 4.2345  0.1253
H -0.8897 0.9357 4.0826  0.1339
H 0.1721 0.9194 2.6665  0.1183
H -1.4347 1.9537 1.5239  0.0641
H -3.0218 0.1379 3.8797  0.1254
H -2.8375 -1.6121 3.9068  0.1083
H -4.0394 1.2874 2.0506  0.1116
H -5.8856 1.2678 0.4171  0.1012
H -6.8671 -0.8935 -0.2902  0.0986
H -5.9977 -2.9889 0.6442  0.1050
H -4.5744 -4.1867 1.9640  0.0754
H -2.9687 -3.5003 2.2090  0.0660
H -4.1721 -3.4082 3.4938  0.0854
H -2.0860 0.0680 0.6504  0.1285
H -1.8916 -1.6855 0.8176  0.1403
H 3.0705 0.1009 1.2005  0.1089

## Properties
SMILES string ... COc1ccccc1-n1cc(C(=O)N2CCC[C@](CO)(Cc3ccccc3C)C2)cn1
Total charge ... 0
Gap between HOMO and LUMO ... 9.20 eV
HOMO ... -8.51 eV

***

Result of the stability comparison: B is the most stable of them.

***

A:
2 unconnected molecules or ions with the total composition C3H3O2P, computed with ωB97M-V/def2-TZVPD.

Each line ends with the Löwdin charge.
CARTESIAN COORDINATES (ANGSTROEM)
C 1.9456 0.3065 1.3191  0.0523
C 1.6942 0.1065 0.1444  -0.3272
P 1.4985 -0.0563 -1.6815  0.8038
O 0.3941 -0.9508 -1.8402  -0.4892
H 1.9951 0.5376 2.3219  0.0025
C -1.9156 0.0205 -0.0898  -0.1988
O -1.8410 1.1816 -0.2520  0.0042
H -2.1471 -0.7896 -0.8126  0.0817
H -1.6239 -0.3560 0.8908  0.0707

## Properties
SMILES string ... C#CP=O.C=O
Total charge ... 0
Gap between HOMO and LUMO ... 8.65 eV
HOMO ... -9.87 eV

***

B:
A molecular structure, C3H3O2P, computed with ωB97M-V/def2-TZVPD.

Each line ends with the Löwdin charge.
CARTESIAN COORDINATES (ANGSTROEM)
C -1.4698 -1.8545 -0.6973  0.0381
C -1.2281 -1.2526 0.6081  -0.3049
C 1.2823 0.2838 -0.0595  -0.1555
O -2.3480 1.2393 0.1182  -0.2344
O 0.1785 1.1430 -0.0368  -0.2269
P -1.2041 0.3906 0.1289  0.6193
H 1.5728 0.3412 -1.0331  0.0579
H 1.0843 -0.7963 0.3248  0.0940
H 2.1320 0.5055 0.6466  0.1124

## Properties
Total charge ... 0
Gap between HOMO and LUMO ... 9.87 eV
HOMO ... -10.49 eV

***

Result of the stability comparison: A is the most stable of them.

***

A:
CHFO2S in the gas phase, computed with ωB97M-V/def2-TZVPD.

Each line ends with the Löwdin charge.
CARTESIAN COORDINATES (ANGSTROEM)
O -0.2569 -0.5065 2.2018  0.0847
C -0.2374 -0.0708 1.0910  -0.5095
O 0.7726 -0.0817 0.2229  -0.2948
S 0.4598 0.7836 -1.5082  1.0212
F 0.5391 -0.4858 -2.5208  -0.4557
H -1.2772 0.3612 0.5133  0.1541

## Properties
SMILES string ... O=COSF
Total charge ... 0
Gap between HOMO and LUMO ... 9.19 eV
HOMO ... -10.84 eV

***

B:
2 unconnected molecules or ions with the total composition CHFO2S, computed with ωB97M-V/def2-TZVPD.

Each line ends with the Löwdin charge.
CARTESIAN COORDINATES (ANGSTROEM)
C -0.2918 -0.3621 0.8300  -0.2582
O 0.5792 -0.9587 -1.7648  -0.2871
O -0.6506 1.0843 -1.3110  -0.2816
F -0.8296 0.7787 1.3065  -0.1151
S 0.1058 -0.0017 -0.8631  0.7170
H 1.0869 -0.5405 1.8024  0.2251

## Properties
Total charge ... 0
Gap between HOMO and LUMO (spin up / spin down) ... 8.60 / 8.60 eV
HOMO (spin up / spin down) ... -10.10 / -10.10 eV

***

Result of the stability comparison: A is the most stable of them.

***

A:
2 unconnected molecules or ions with the total composition CH2IN, computed with ωB97M-V/def2-TZVPD.

Each line ends with the Löwdin charge.
CARTESIAN COORDINATES (ANGSTROEM)
C 1.6800 0.2526 0.1919  -0.1408
N 1.7611 -0.8061 0.5689  0.0503
H 1.3680 1.2739 -0.0296  0.0600
I -2.1500 -0.3067 0.4003  0.3705
H -2.6591 -0.4137 -1.1315  -0.3400

## Properties
SMILES string ... C#N.I
Total charge ... 0
Gap between HOMO and LUMO ... 10.68 eV
HOMO ... -10.11 eV

***

B:
CH2IN in the gas phase, computed with ωB97M-V/def2-TZVPD.

Each line ends with the Löwdin charge.
CARTESIAN COORDINATES (ANGSTROEM)
C -0.1206 -0.4466 -0.1074  -0.4269
N 1.4206 -3.2769 1.2616  -0.6937
I -0.0389 -2.4971 0.3619  1.2082
H 0.7550 0.0262 0.3379  -0.0410
H -0.9493 0.1798 -0.3294  -0.0465

## Properties
Total charge ... 0
Gap between HOMO and LUMO (spin up / spin down) ... 8.45 / 8.46 eV
HOMO (spin up / spin down) ... -9.25 / -8.61 eV

***

Result of the stability comparison: A is the most stable of them.

***

A:
CH2IN in the gas phase, computed with ωB97M-V/def2-TZVPD.

Each line ends with the Löwdin charge.
CARTESIAN COORDINATES (ANGSTROEM)
H -1.2241 -0.3624 -0.0770  0.1807
N -0.2305 -1.1521 -0.0348  -0.0937
C 0.8278 -0.5761 -0.3149  -0.8274
I 2.4451 -1.8192 -0.9775  0.6813
H 0.9587 0.5512 -0.2586  0.0591

## Properties
SMILES string ... [H]/N=C/I
Total charge ... 0
Gap between HOMO and LUMO ... 9.92 eV
HOMO ... -9.65 eV

***

B:
2 unconnected molecules or ions with the total composition CH2IN, computed with ωB97M-V/def2-TZVPD.

Each line ends with the Löwdin charge.
CARTESIAN COORDINATES (ANGSTROEM)
C 0.0428 0.0979 -0.2525  -0.7446
N -1.0684 0.1144 0.1319  0.0401
I 0.7335 0.0187 -2.4391  0.5526
H 1.1432 0.1264 0.1460  0.0604
H -0.8511 -0.3574 2.4137  0.0915

## Properties
Total charge ... 0
Gap between HOMO and LUMO (spin up / spin down) ... 7.42 / 9.89 eV
HOMO (spin up / spin down) ... -10.07 / -9.91 eV

***

Result of the stability comparison: A is the most stable of them.

***

A:
ClHNO2P in the gas phase, computed with ωB97M-V/def2-TZVPD.

Each line ends with the Löwdin charge.
CARTESIAN COORDINATES (ANGSTROEM)
O -1.3689 0.7070 -0.5902  0.0058
N -0.6795 -0.2786 -0.5487  -0.7060
O -0.5306 -1.1283 -1.4050  0.0049
P 0.3164 -0.5007 0.9170  0.8704
Cl 0.8522 1.8015 1.4670  -0.0473
H 1.4104 -0.6010 0.1599  -0.1278

## Properties
SMILES string ... O=[N+]([O-])PCl
Total charge ... 0
Gap between HOMO and LUMO ... 9.34 eV
HOMO ... -11.12 eV

***

B:
2 unconnected molecules or ions with the total composition ClHNO2P, computed with ωB97M-V/def2-TZVPD.

Each line ends with the Löwdin charge.
CARTESIAN COORDINATES (ANGSTROEM)
N -1.2113 -0.0230 -0.0185  -0.3257
O -1.1855 0.9040 -0.7580  0.0430
O -2.0550 -0.5143 0.6505  0.0772
P 1.4791 -0.5971 0.6042  0.3469
Cl 1.9350 1.2357 0.1116  0.0955
H 1.0377 -1.0053 -0.5898  -0.2368

## Properties
Total charge ... 0
Gap between HOMO and LUMO (spin up / spin down) ... 8.86 / 7.03 eV
HOMO (spin up / spin down) ... -10.27 / -8.72 eV

***

Result of the stability comparison: A is the most stable of them.